17
Properties=species:S:1:pos:R:3:forces:R:3:nbo_charge:R:1 method="wB97M-V/def2-TZVPD" e_homo_ev=-8.55 total_energy_ha=-724.083192 lumo_energy_ha=0.0259
C -0.028063 -1.253478 -2.132648 0.49 -0.64 1.69 -0.41
N 0.281344 -0.284555 -1.058513 -0.94 -0.33 -0.41 -0.41
C 1.126129 0.869460 -1.248308 0.10 0.12 -0.42 -0.20
C 0.550360 1.882721 -0.244578 0.73 1.33 -0.29 -0.44
C -0.328368 1.152170 0.740426 0.03 -1.45 -0.48 0.04
O 0.131660 1.208352 2.061445 0.20 -1.29 0.64 -0.72
C -0.303879 -0.306948 0.147791 0.64 1.56 -0.27 0.08
S -0.757258 -1.620226 0.936626 -0.96 -1.31 0.91 -0.12
H 0.463651 -2.242612 -1.901633 -0.64 0.90 -0.37 0.22
H -1.133166 -1.371727 -2.184892 0.82 -0.04 -0.09 0.22
H 0.395866 -0.834236 -3.026672 -0.04 -0.02 -0.54 0.21
H 2.197315 0.609775 -1.015494 -0.92 0.27 -0.29 0.19
H 1.048116 1.190602 -2.297370 0.22 0.10 0.34 0.20
H 1.395600 2.268225 0.311879 -0.01 0.51 0.18 0.24
H 0.018026 2.735132 -0.730052 0.46 -0.75 0.25 0.22
H -1.349424 1.524327 0.743642 -0.31 -0.12 -0.35 0.19
H -0.039618 0.305655 2.456496 0.14 1.17 -0.50 0.49